This record from the OMol25 dataset describes a cluster of 17 separate species, C38H105ClF10O19P2S3 in total. The level of theory is the ωB97M-V functional and the def2-TZVPD basis.

LUMO energy = -0.00722 Eh
net charge = 0

The geometry in XYZ format:
```
178
Properties=species:S:1:pos:R:3:forces:R:3
O -0.736274 -1.760478 7.668273 -0.234 -3.476 -1.893
C -0.727432 -2.845908 7.076700 -0.141 3.466 2.031
F -1.721101 -3.719009 7.242887 0.086 0.119 0.129
C 0.378348 -3.299173 6.194749 -0.380 -0.292 -0.509
P 0.042818 -2.987408 4.379821 0.225 0.574 0.668
S -1.509953 -4.535015 4.301899 -0.700 -0.387 -0.678
Cl 1.648069 -1.435730 4.478966 0.216 0.350 -0.032
C -1.185562 -1.688287 3.934294 0.308 -0.539 -0.038
C -1.905707 -1.956631 2.632823 -0.039 0.604 -0.119
C -1.128132 -1.517993 1.399434 -0.946 -0.118 1.552
F 0.173078 -1.582061 1.648700 1.058 -0.298 0.403
F -1.426141 -2.347936 0.405378 -0.244 -1.043 -1.200
C -1.515183 -0.115346 0.936936 0.960 0.053 -0.880
F -2.704529 -0.161337 0.382055 -0.988 -0.066 -0.657
F -1.580971 0.713619 1.945182 0.210 0.883 1.256
S -0.235287 0.570084 -0.300755 -1.073 -0.287 0.445
F -1.235053 0.506541 -1.496605 -0.684 -0.164 -0.693
F -0.692175 2.040435 -0.020346 -0.397 0.911 0.255
F 0.803238 0.670826 0.850536 0.800 0.180 0.950
F 0.208732 -0.897151 -0.602153 0.804 -0.483 -1.050
F 0.849385 1.107550 -1.272124 0.771 0.289 -0.750
P 1.298631 -4.109533 2.938514 1.151 -1.677 0.439
O 2.457658 -3.183381 2.388425 -0.609 0.800 -0.443
O 0.402989 -4.544415 1.681751 -0.947 0.540 1.284
S 2.062920 -5.607477 3.868533 -0.421 0.007 0.354
H 0.597121 -4.349902 6.276409 -0.145 -0.543 0.042
H 1.234688 -2.751355 6.495748 0.687 0.485 0.032
H -1.278584 -5.329383 5.343049 0.397 0.052 0.146
H -1.905889 -1.649416 4.729364 -0.417 -0.319 0.495
H -0.674928 -0.754075 3.937948 0.412 0.644 -0.202
H -2.829543 -1.407708 2.662145 -0.595 0.272 -0.089
H -2.179241 -2.983857 2.476148 0.014 -0.528 -0.015
H 2.992349 -3.694951 1.763556 0.494 -0.183 -0.078
H 0.998174 -4.624203 0.926188 0.490 0.098 -0.388
C 4.153534 3.643312 2.481546 -0.041 -0.021 0.052
C 4.360813 2.222809 2.979352 -0.175 0.005 -0.262
O 3.135826 1.502095 3.043070 0.177 0.123 0.279
H 3.456857 4.173357 3.131327 0.018 0.007 0.035
H 5.095341 4.193819 2.453306 0.001 -0.001 -0.025
H 3.725940 3.640054 1.475201 0.074 -0.008 -0.029
H 4.770053 2.227638 3.987634 -0.022 -0.060 0.042
H 5.063526 1.690056 2.328359 0.102 0.047 0.064
H 2.767930 1.475029 2.158905 -0.132 -0.085 -0.167
C -6.116400 -1.128875 4.914532 -0.070 -0.247 0.078
C -4.624652 -1.056078 5.163444 -0.058 -0.193 -0.289
O -4.014476 -2.350128 5.167008 -0.024 0.265 0.248
H -6.595555 -1.741716 5.679163 0.029 -0.006 0.023
H -6.557863 -0.138427 4.925285 -0.009 0.094 -0.028
H -6.324724 -1.592480 3.945900 0.026 0.054 -0.028
H -4.417019 -0.611661 6.136078 0.069 -0.066 0.025
H -4.146301 -0.435606 4.395419 -0.041 0.127 0.058
H -4.177149 -2.759839 4.312544 -0.058 -0.155 -0.001
C -4.957996 3.021631 2.282338 -0.124 0.010 -0.044
C -5.845422 2.943923 3.508431 0.444 -0.010 0.077
O -5.429884 1.889973 4.392056 -0.230 0.206 -0.033
H -4.973947 2.072593 1.742754 -0.052 0.002 -0.013
H -5.290047 3.821368 1.612792 0.138 -0.180 0.123
H -3.918695 3.215873 2.565937 -0.029 0.089 0.001
H -6.872816 2.731803 3.219062 -0.036 -0.113 0.125
H -5.833916 3.892757 4.055017 -0.093 0.027 -0.074
H -4.524215 2.076349 4.656058 0.090 0.000 -0.050
C 1.803438 5.514759 -1.575280 -0.111 0.032 0.063
C 1.182908 5.475674 -0.190611 0.002 -0.286 -0.076
O -0.125771 4.910815 -0.194505 0.015 0.318 0.015
H 1.183825 6.088826 -2.262233 -0.043 0.031 0.015
H 2.796873 5.964902 -1.537314 0.026 -0.033 -0.022
H 1.895058 4.506514 -1.986393 0.061 -0.021 0.023
H 1.080920 6.481740 0.212108 -0.032 0.008 0.050
H 1.818955 4.896142 0.488390 0.062 0.134 0.052
H -0.057873 4.019120 -0.541004 -0.040 -0.087 -0.053
C -2.751628 -2.818076 -3.454647 0.168 -0.023 0.152
C -3.626593 -2.954445 -2.224558 0.280 0.063 0.115
O -3.147663 -3.955629 -1.325839 -0.270 -0.106 -0.186
H -2.695980 -3.767376 -3.988416 -0.066 -0.006 -0.042
H -3.147722 -2.061578 -4.128178 0.069 -0.069 0.006
H -1.729541 -2.541431 -3.172579 -0.025 0.053 0.051
H -4.635794 -3.247397 -2.507663 -0.033 -0.034 0.042
H -3.683228 -1.995838 -1.692934 -0.097 0.021 -0.079
H -2.263554 -3.699467 -1.058797 0.084 0.005 0.091
C -4.452362 6.705416 -1.772348 0.001 -0.099 0.005
C -5.257303 6.577516 -0.493063 0.283 0.023 0.086
O -4.759081 5.536444 0.350544 -0.289 0.166 -0.231
H -4.462906 5.764674 -2.322350 -0.040 -0.010 -0.024
H -4.854344 7.490746 -2.414322 0.000 0.010 0.022
H -3.410501 6.941517 -1.551711 0.032 0.067 0.009
H -6.292037 6.323269 -0.716054 -0.027 -0.049 0.066
H -5.249926 7.523650 0.058763 -0.091 0.024 -0.058
H -3.848539 5.745854 0.571147 0.185 -0.016 0.016
C 6.028397 -3.427729 -0.118867 -0.136 -0.057 0.150
C 6.008431 -4.005536 1.284492 0.025 -0.094 -0.252
O 4.907011 -4.896922 1.468901 -0.203 0.280 0.059
H 5.092112 -2.902455 -0.317930 0.002 0.055 0.025
H 6.853989 -2.731542 -0.254215 0.029 -0.014 -0.035
H 6.123603 -4.218319 -0.865819 0.105 0.009 -0.028
H 5.890657 -3.215106 2.023325 -0.057 -0.043 0.079
H 6.942465 -4.535497 1.496862 0.020 0.071 0.038
H 4.997795 -5.612720 0.834656 -0.006 -0.102 -0.004
C 2.561370 5.838788 -6.384018 -0.077 0.086 -0.047
C 1.891694 5.806383 -5.023607 0.024 -0.372 -0.205
O 0.583772 5.236028 -5.094923 -0.017 0.286 0.110
H 1.960990 6.410266 -7.092717 -0.014 0.051 0.031
H 3.553469 6.285526 -6.318366 0.032 -0.061 0.006
H 2.664439 4.828380 -6.786561 0.090 -0.023 0.043
H 1.775559 6.814370 -4.629512 -0.101 0.000 0.032
H 2.496012 5.229625 -4.317833 0.124 0.129 0.010
H 0.673688 4.341087 -5.429854 -0.008 -0.093 -0.037
C 7.285345 0.110468 -2.189316 0.018 -0.073 0.026
C 7.305747 -0.929379 -3.294806 -0.359 0.054 0.171
O 6.544973 -2.086323 -2.937620 0.264 -0.022 -0.124
H 7.681977 -0.309295 -1.264606 0.052 0.004 -0.003
H 7.879361 0.983555 -2.461509 -0.014 0.019 -0.012
H 6.262552 0.437484 -1.986650 -0.003 0.058 -0.048
H 8.323342 -1.266689 -3.483181 -0.012 -0.108 -0.019
H 6.908321 -0.509386 -4.220083 0.128 0.115 -0.039
H 5.640923 -1.802115 -2.779759 -0.071 0.002 0.044
C 1.562611 -4.857641 -2.591427 0.035 0.134 0.068
C 1.864576 -5.139570 -1.131808 -0.125 -0.168 -0.523
O 1.845298 -3.944181 -0.345491 0.271 -0.204 -0.214
H 2.284459 -4.148365 -2.996695 0.054 -0.033 -0.009
H 1.598648 -5.772446 -3.183604 -0.019 0.002 0.032
H 0.570288 -4.415356 -2.702326 -0.060 -0.072 -0.010
H 2.860616 -5.564365 -1.021894 0.017 0.058 0.106
H 1.141118 -5.855396 -0.725675 0.061 -0.081 -0.034
H 0.967294 -3.556489 -0.418467 -0.054 0.426 -0.290
C 7.534495 5.216699 -6.060830 -0.110 -0.015 -0.023
C 6.823877 5.156419 -4.720992 0.070 -0.242 -0.137
O 5.529100 4.566238 -4.833745 -0.058 0.195 0.055
H 6.942414 5.784303 -6.778631 -0.001 0.067 0.011
H 8.514217 5.686061 -5.965502 0.012 -0.019 0.005
H 7.671853 4.213292 -6.470251 0.086 -0.029 0.046
H 6.672269 6.158018 -4.323806 -0.084 0.008 0.048
H 7.419342 4.589186 -3.998079 0.050 0.089 0.023
H 5.642825 3.674374 -5.171176 0.032 -0.075 -0.005
C -6.857845 -0.649050 -5.795938 -0.016 -0.115 0.126
C -5.360937 -0.500860 -5.601594 -0.096 -0.154 -0.276
O -4.695259 -1.763856 -5.636688 -0.106 0.192 0.030
H -7.275952 -1.298970 -5.025810 -0.006 0.032 0.045
H -7.355331 0.321037 -5.746811 -0.001 0.004 -0.040
H -7.081029 -1.104994 -6.763257 0.007 0.086 -0.051
H -5.145679 -0.064849 -4.626966 0.084 -0.035 0.028
H -4.935330 0.151663 -6.371473 -0.015 0.102 0.081
H -4.862364 -2.161290 -6.495310 -0.027 -0.056 -0.051
C -7.961955 -0.252674 -1.347265 0.004 0.018 -0.057
C -8.982681 -0.801355 -2.328989 0.146 -0.240 0.304
O -8.621055 -2.111887 -2.764837 -0.050 0.232 -0.200
H -6.973497 -0.223633 -1.806703 0.001 0.033 -0.036
H -8.227366 0.754354 -1.022248 -0.003 -0.003 0.023
H -7.893113 -0.892695 -0.464843 -0.053 0.032 0.042
H -9.034071 -0.172106 -3.215649 -0.018 -0.085 -0.092
H -9.977590 -0.835003 -1.872927 -0.018 0.134 -0.036
H -8.581620 -2.670992 -1.984793 0.031 -0.109 0.023
C 7.265822 -0.487655 -8.396405 0.037 0.094 0.025
C 7.480761 -0.433004 -6.894957 -0.286 0.055 -0.190
O 7.391497 0.902241 -6.396988 0.195 -0.013 0.100
H 8.001031 0.133792 -8.907040 0.047 -0.024 -0.002
H 7.350911 -1.509223 -8.768421 -0.021 -0.004 0.009
H 6.276049 -0.106851 -8.658777 -0.037 -0.069 0.003
H 8.473050 -0.799372 -6.640205 0.032 0.078 0.102
H 6.744355 -1.059510 -6.380929 0.081 -0.117 -0.034
H 6.514460 1.233496 -6.605466 -0.076 0.004 -0.085
C -3.695752 5.373702 6.248014 -0.104 -0.004 0.000
C -4.003111 4.854686 7.640946 -0.056 -0.295 -0.193
O -5.230099 4.128204 7.675271 0.047 0.223 0.086
H -4.506695 6.010866 5.895052 -0.004 0.039 0.017
H -2.767639 5.946489 6.230997 0.021 -0.036 -0.004
H -3.602486 4.542740 5.542965 0.089 0.005 -0.004
H -4.114843 5.680781 8.340132 -0.055 -0.009 0.055
H -3.190659 4.212978 7.998522 0.062 0.100 0.033
H -5.156787 3.381802 7.073595 -0.045 -0.068 -0.043
C 1.804875 -10.600428 5.987691 0.001 0.029 -0.069
C 2.160860 -9.124062 5.961746 -0.320 -0.023 0.040
O 1.341301 -8.393388 5.054239 0.230 -0.236 0.077
H 1.902160 -11.029858 4.990751 0.046 -0.005 -0.016
H 2.452797 -11.150881 6.671752 -0.014 0.003 0.015
H 0.769293 -10.741751 6.305510 0.012 -0.005 0.072
H 3.187470 -8.985330 5.627808 0.011 0.074 -0.037
H 2.067306 -8.692798 6.965021 0.121 -0.040 0.026
H 0.428561 -8.490145 5.338088 -0.090 0.031 -0.028
```
Positions in Å, forces in eV/Å.